Model i:
{
  "formula": "C19H21NO3",
  "method": "wB97M-V/def2-TZVPD",
  "multiplicity": 1,
  "smiles": "CC(=O)N[C@@H](Cc1ccccc1)c1ccc2c(c1)OCCCO2",
  "orbital_gap_ha": 0.336,
  "homo_energy_ev": -8.3,
  "species": ["O", "O", "O", "N", "C", "C", "C", "C", "C", "C", "C", "C", "C", "C", "C", "C", "C", "C", "C", "C", "C", "C", "C", "H", "H", "H", "H", "H", "H", "H", "H", "H", "H", "H", "H", "H", "H", "H", "H", "H", "H", "H", "H", "H"],
  "positions_angstrom": [[3.6428, 1.7296, 0.8250], [3.4868, -0.9533, -0.4694], [-1.6581, -3.4758, -1.2505], [-1.0307, -2.4613, 0.6600], [-3.0574, 0.7128, 0.2601], [-3.3204, 1.8447, 1.0223], [0.0707, 0.9596, 0.9151], [-0.8895, -4.8557, 0.5691], [4.7517, -0.3244, -0.5506], [-4.1345, 3.0050, -0.9112], [2.4683, 1.0352, 0.5812], [-1.2348, -3.5502, -0.1175], [-2.4982, -0.5289, 0.8997], [1.1932, -0.8780, -0.1077], [-3.8925, 1.8773, -1.6771], [1.2850, 1.6121, 1.0191], [4.3731, 2.1523, -0.3055], [0.0138, -0.3038, 0.3458], [2.4245, -0.2407, 0.0035], [4.6822, 1.0120, -1.2880], [-1.2601, -1.1053, 0.1916], [-3.3635, 0.7394, -1.0954], [-3.8532, 2.9831, 0.4433], [5.6258, 1.2166, -1.7927], [-0.8191, 1.4537, 1.2635], [1.3422, 2.5932, 1.4652], [5.2985, 2.5569, 0.1129], [-2.2620, -0.3385, 1.9492], [-4.0500, 3.8535, 1.0523], [3.8378, 2.9624, -0.8224], [-1.0769, -5.6796, -0.1129], [5.3684, -1.0400, -1.0994], [-3.1977, -0.1391, -1.7009], [5.1750, -0.1863, 0.4527], [-3.2682, -1.3065, 0.8665], [-1.4795, -1.2146, -0.8778], [-3.1142, 1.8355, 2.0845], [-0.6531, -2.5709, 1.5875], [1.1834, -1.8558, -0.5649], [-4.1216, 1.8821, -2.7326], [3.8994, 0.9398, -2.0465], [-1.4993, -4.9821, 1.4610], [0.1593, -4.8591, 0.8579], [-4.5474, 3.8932, -1.3660]],
  "lowdin_charge": [-0.07, -0.03, 0.06, 0.08, -0.24, -0.07, -0.02, 0.00, -0.17, -0.10, -0.20, -0.55, -0.09, 0.06, -0.08, 0.01, -0.19, -0.15, -0.19, -0.13, -0.26, -0.03, -0.08, 0.12, 0.09, 0.12, 0.13, 0.12, 0.10, 0.13, 0.08, 0.13, 0.12, 0.13, 0.13, 0.14, 0.11, 0.15, 0.13, 0.10, 0.12, 0.08, 0.08, 0.10]
}

Model ii:
{
  "formula": "C19H21NO3",
  "method": "wB97M-V/def2-TZVPD",
  "multiplicity": 1,
  "smiles": "Cc1cccc(NC(=O)COC(=O)CCc2ccccc2)c1C",
  "orbital_gap_ha": 0.344,
  "homo_energy_ev": -8.6,
  "species": ["O", "O", "O", "N", "C", "C", "C", "C", "C", "C", "C", "C", "C", "C", "C", "C", "C", "C", "C", "C", "C", "C", "C", "H", "H", "H", "H", "H", "H", "H", "H", "H", "H", "H", "H", "H", "H", "H", "H", "H", "H", "H", "H", "H"],
  "positions_angstrom": [[-2.5061, -0.5953, 0.3885], [0.6991, -0.9559, -0.7397], [1.8872, 0.3976, 0.5943], [-0.8958, 0.9726, 0.7675], [-3.2875, 4.2669, 1.6620], [-0.2056, -1.2901, 0.3102], [-1.4820, 2.8016, 2.2019], [3.3593, -2.4293, -1.0223], [-2.7013, 2.5027, 0.1263], [2.2765, -4.9348, -0.4730], [2.4639, -4.5306, -1.7837], [3.8721, -1.0468, -1.3184], [-3.5136, 3.5880, 0.4737], [3.1731, -2.8455, 0.2896], [-2.8682, 1.8023, -1.1856], [-1.7148, 2.0964, 1.0264], [-4.6260, 4.0306, -0.4297], [2.6921, -0.1022, -1.6240], [3.0000, -3.2847, -2.0554], [-2.2654, 3.8924, 2.5161], [-1.3456, -0.2686, 0.4854], [2.6344, -4.0902, 0.5637], [1.7315, -0.1631, -0.4649], [-3.9163, 5.1069, 1.9196], [-5.2285, 4.7937, 0.0565], [3.1422, -2.9716, -3.0802], [2.4925, -4.4008, 1.5887], [2.1760, -0.4260, -2.5270], [-3.5497, 0.9586, -1.0767], [-1.9138, 1.4071, -1.5297], [-0.6919, 2.4799, 2.8647], [4.4198, -0.6586, -0.4581], [1.8539, -5.9054, -0.2597], [3.0562, 0.9187, -1.7403], [-2.0905, 4.4408, 3.4294], [-4.2304, 4.4497, -1.3551], [-3.2592, 2.4751, -1.9433], [0.0821, 1.0657, 1.0266], [3.4490, -2.1868, 1.1015], [-5.2685, 3.1906, -0.6866], [-0.6377, -2.2530, 0.0346], [4.5402, -1.0621, -2.1812], [0.3474, -1.3794, 1.2527], [2.1887, -5.1866, -2.5964]],
  "lowdin_charge": [0.09, 0.03, 0.10, 0.14, -0.05, -0.05, -0.02, -0.25, -0.16, -0.09, -0.08, -0.13, -0.23, -0.05, -0.03, -0.18, -0.05, -0.07, -0.04, -0.08, -0.45, -0.08, -0.51, 0.11, 0.07, 0.12, 0.10, 0.13, 0.09, 0.08, 0.11, 0.12, 0.10, 0.13, 0.10, 0.08, 0.07, 0.12, 0.12, 0.09, 0.14, 0.12, 0.14, 0.10]
}

Which is the most stable structure? model ii is the most stable.